Record 1
# C33H47AsN7Ru

C33H47AsN7Ru as an isolated structure at a distorted geometry (the ωB97M-V functional and the def2-TZVPD basis, the Open Molecules 2025 dataset).

Results
Expectation value of S²: 0.76
Multiplicity: 2
Charge: +4
Energy in Eh: -3998.24508
LUMO (spin up / spin down) in Eh: -0.459 / -0.453
Highest occupied orbital energy (spin up / spin down) in eV: -16.93 / -16.93

Positions of all 89 atoms, in Å:
Ru: 0.472 -0.598 0.260
C: 3.550 -0.459 0.878
N: 2.460 -1.294 1.417
C: 2.301 -0.960 2.835
C: 1.700 0.416 2.969
C: 1.826 1.131 4.150
C: 1.337 2.425 4.218
C: 0.752 2.978 3.088
C: 0.639 2.193 1.958
N: 1.079 0.924 1.892
C: 2.709 -2.725 1.186
C: 2.095 -3.244 -0.094
C: 2.591 -4.405 -0.667
C: 1.985 -4.923 -1.799
C: 0.896 -4.256 -2.343
C: 0.460 -3.105 -1.724
N: 1.036 -2.605 -0.612
C: 3.516 -0.414 -0.608
C: 4.670 -0.428 -1.374
C: 4.564 -0.328 -2.751
C: 3.298 -0.255 -3.317
C: 2.201 -0.263 -2.480
N: 2.300 -0.315 -1.147
H: 3.423 0.558 1.243
H: 4.521 -0.809 1.237
H: 1.660 -1.692 3.325
H: 3.260 -0.994 3.363
H: 2.330 0.682 4.998
H: 1.434 3.002 5.130
H: 0.401 4.003 3.079
H: 0.210 2.592 1.055
H: 3.780 -2.942 1.188
H: 2.287 -3.299 2.014
H: 3.446 -4.900 -0.223
H: 2.358 -5.834 -2.251
H: 0.398 -4.623 -3.229
H: -0.378 -2.550 -2.121
H: 5.639 -0.515 -0.896
H: 5.451 -0.321 -3.373
H: 3.167 -0.201 -4.390
H: 1.198 -0.258 -2.887
N: -3.808 -0.370 4.548
C: -2.502 -0.068 3.809
C: -1.512 -1.225 3.942
C: -1.652 -2.335 2.874
N: -0.504 -2.299 1.929
C: -2.941 -2.212 2.074
C: -3.095 -0.852 1.400
N: -2.203 -0.782 0.210
C: -2.756 0.319 2.355
H: -3.631 -0.565 5.537
H: -4.301 -1.178 4.168
H: -4.449 0.426 4.511
H: -2.102 0.798 4.330
H: -1.568 -1.657 4.945
H: -0.520 -0.781 3.854
H: -1.665 -3.298 3.383
H: -0.663 -3.002 1.214
H: 0.320 -2.619 2.426
H: -3.801 -2.414 2.719
H: -2.981 -3.003 1.320
H: -4.131 -0.756 1.073
H: -2.499 0.003 -0.358
H: -2.349 -1.606 -0.365
H: -3.521 1.100 2.302
H: -1.821 0.765 2.013
C: 0.942 2.727 -2.103
As: -0.415 1.452 -1.549
C: -1.744 2.689 -0.812
C: -1.361 1.104 -3.288
C: -1.734 2.312 -4.108
C: -3.027 2.880 -4.061
C: -3.441 3.980 -4.924
C: -2.572 4.520 -5.806
C: -1.283 3.971 -5.870
C: -0.876 2.870 -5.007
H: 0.479 3.661 -2.417
H: 1.541 2.323 -2.917
H: 1.608 2.928 -1.265
H: -1.853 3.548 -1.473
H: -1.447 3.056 0.166
H: -2.715 2.202 -0.712
H: -2.249 0.531 -3.026
H: -0.701 0.458 -3.862
H: -3.758 2.464 -3.375
H: -4.454 4.360 -4.860
H: -2.860 5.348 -6.441
H: -0.572 4.370 -6.587
H: 0.124 2.467 -5.112


Record 2
# C33H47BMgN4O2P2

C33H47BMgN4O2P2 as an isolated structure at a distorted geometry (the ωB97M-V functional and the def2-TZVPD basis, the Open Molecules 2025 dataset).

Results
Multiplicity: 1
Energy in Eh: -2562.75556
LUMO in Eh: 0.015
Highest occupied orbital energy in eV: -4.91

Positions of all 90 atoms, in Å:
Mg: -1.093 -2.456 3.891
C: -0.608 2.422 2.888
C: -1.130 1.667 1.915
C: -0.506 1.312 0.596
C: 0.726 0.352 0.547
C: 1.946 0.651 1.370
C: 2.280 1.801 1.964
C: 1.584 3.102 1.735
C: 0.519 3.408 2.801
C: 0.912 -1.231 3.831
H: -1.182 2.523 3.814
H: -2.113 1.188 2.123
H: -0.312 2.198 -0.018
H: -1.303 0.773 0.077
H: 0.337 -0.653 0.787
H: 1.078 0.313 -0.502
H: 2.617 -0.215 1.503
H: 3.115 1.824 2.686
H: 1.152 3.159 0.739
H: 2.348 3.886 1.781
H: 1.038 3.476 3.764
H: 0.106 4.420 2.655
H: 1.922 -1.352 4.261
H: 0.966 -0.464 3.055
H: 0.764 -2.213 3.301
P: 1.573 -1.334 -3.629
P: -1.829 -0.851 -3.445
N: 2.909 -0.221 -3.829
N: 2.272 -2.556 -4.782
N: -1.968 0.909 -3.635
N: -3.413 -1.208 -4.122
C: 0.559 -0.473 -4.941
C: -0.873 -1.032 -5.043
C: 3.783 0.144 -2.796
C: 4.786 0.950 -3.329
C: 4.543 1.070 -4.746
C: 3.377 0.351 -5.023
C: 2.594 -3.855 -4.366
C: 3.041 -4.593 -5.461
C: 3.009 -3.716 -6.601
C: 2.544 -2.481 -6.150
C: -1.919 1.773 -2.530
C: -1.780 3.080 -2.985
C: -1.818 3.040 -4.420
C: -1.924 1.705 -4.791
C: -4.176 -0.495 -5.059
C: -5.233 -1.289 -5.472
C: -5.122 -2.543 -4.786
C: -3.996 -2.483 -3.985
H: 1.016 -0.564 -5.944
H: 0.537 0.599 -4.675
H: -1.383 -0.533 -5.887
H: -0.855 -2.109 -5.278
H: 3.600 -0.192 -1.786
H: 5.602 1.415 -2.793
H: 5.123 1.590 -5.483
H: 2.848 0.243 -5.951
H: 2.479 -4.139 -3.331
H: 3.342 -5.635 -5.469
H: 3.281 -3.947 -7.625
H: 2.390 -1.581 -6.720
H: -2.052 1.386 -1.525
H: -1.646 3.961 -2.364
H: -1.790 3.876 -5.114
H: -2.009 1.277 -5.779
H: -3.915 0.509 -5.353
H: -5.996 -0.993 -6.186
H: -5.805 -3.382 -4.886
H: -3.544 -3.215 -3.332
C: -0.700 1.759 7.209
C: -0.200 0.371 6.870
C: 1.024 -0.002 7.715
O: 0.231 0.488 5.509
B: 0.004 -0.727 4.981
O: -0.878 -1.572 5.695
C: -1.279 -0.772 6.846
C: -1.310 -1.691 8.053
C: -2.668 -0.244 6.583
H: 0.152 2.442 7.140
H: -1.104 1.808 8.226
H: -1.468 2.076 6.494
H: 1.852 0.675 7.459
H: 0.769 0.158 8.772
H: 1.353 -1.043 7.563
H: -1.430 -1.057 8.947
H: -2.193 -2.345 7.999
H: -0.407 -2.318 8.157
H: -2.749 0.292 5.621
H: -3.388 -1.082 6.588
H: -2.936 0.432 7.417